No. 1
The following is a quantum chemistry calculation of a structure of composition C39H41EuNO2P2 at a distorted geometry, from the OMol25 dataset.

Geometry as XYZ:
```
86
Properties=species:S:1:pos:R:3:forces:R:3
Eu 0.2704 0.3555 2.7547 -0.1 -0.1 1.5
C 0.2308 -1.8852 -4.9680 0.6 0.0 0.0
C 0.7343 -0.6652 -4.7643 0.3 -0.3 -0.4
C 0.1940 0.6346 -5.2862 -0.3 0.2 0.0
C -1.2890 0.6344 -5.7102 0.3 0.7 -0.2
C -2.2275 0.2646 -4.5978 -0.6 -0.1 0.2
C -2.6421 -0.9528 -4.2305 -0.4 0.4 -0.3
C -2.2829 -2.2614 -4.8646 0.4 -0.3 -0.1
C -1.0036 -2.2792 -5.7269 -0.3 -0.6 -0.1
C -1.3344 0.6718 4.6490 0.5 -0.1 -0.8
H 0.7761 -2.7705 -4.6099 0.0 0.6 0.2
H 1.6994 -0.5567 -4.2541 -0.3 -0.3 0.0
H 0.7881 0.9963 -6.1434 0.0 -0.2 0.3
H 0.3201 1.3931 -4.4979 0.0 -0.1 -0.1
H -1.5292 1.6805 -5.9606 0.1 -0.3 -0.1
H -1.4253 0.0608 -6.6340 -0.1 0.2 0.4
H -2.6440 1.1585 -4.1126 0.1 -0.6 0.2
H -3.4104 -1.0608 -3.4571 0.3 0.3 -0.1
H -3.1114 -2.6399 -5.4873 0.1 0.2 0.2
H -2.1576 -3.0022 -4.0598 0.0 0.1 -0.1
H -0.8492 -3.3331 -6.0105 -0.1 0.3 -0.1
H -1.1607 -1.7270 -6.6604 0.2 -0.2 0.3
H -1.1247 -0.3417 5.0157 -0.6 0.3 0.3
H -2.2822 0.9405 4.1866 -0.2 0.0 0.8
H -0.6803 1.4542 5.0598 -0.6 -0.1 0.2
P 1.4961 0.2117 0.2115 -0.5 -0.5 2.3
P -1.7220 0.7619 0.8667 0.2 0.2 1.1
C 0.3037 0.5800 -1.0732 -1.5 0.3 -0.7
C -1.0242 0.8448 -0.8003 1.2 -0.2 -1.2
C 2.8984 1.3553 0.2259 0.1 0.2 -1.0
C 3.2493 1.8422 -1.0413 0.4 0.2 0.5
C 4.3149 2.7230 -1.1787 0.2 0.2 0.3
C 5.0160 3.1290 -0.0295 -0.1 -0.1 0.0
C 4.6548 2.6669 1.2539 0.1 0.1 -0.5
C 3.5817 1.7870 1.3900 -0.3 -0.3 -0.5
C 2.1187 -1.5050 0.1416 0.2 0.1 -0.8
C 1.2878 -2.5978 0.4837 0.6 0.5 -0.3
C 1.7920 -3.8880 0.3195 0.3 0.1 -0.1
C 3.1064 -4.0702 -0.1550 -0.1 0.1 0.0
C 3.9362 -2.9807 -0.4603 -0.2 -0.3 0.3
C 3.4397 -1.6943 -0.2969 -0.5 -0.2 0.1
C -2.7095 2.2558 1.2419 -0.5 0.1 -0.6
C -2.0691 3.4757 1.5639 -0.5 -0.5 -0.2
C -2.8497 4.6100 1.8004 -0.3 -0.2 -0.1
C -4.2556 4.5158 1.7393 0.2 -0.1 -0.1
C -4.8911 3.2979 1.4558 0.3 0.3 0.2
C -4.1118 2.1694 1.2182 0.4 0.3 0.0
C -2.8417 -0.6774 0.9641 -0.2 0.0 -0.7
C -3.0927 -1.3759 2.1688 0.0 0.3 -0.5
C -3.9723 -2.4630 2.1433 -0.1 0.0 -0.4
C -4.5706 -2.8559 0.9307 0.1 0.2 0.0
C -4.3052 -2.1720 -0.2677 0.0 -0.2 0.3
C -3.4362 -1.0858 -0.2402 -0.1 -0.2 0.4
H 0.7011 0.5607 -2.0978 -0.7 0.2 0.1
H -1.7205 1.1048 -1.6127 0.6 -0.1 0.0
H 2.6747 1.5103 -1.9031 0.3 0.1 0.0
H 4.5854 3.0790 -2.1803 0.0 0.0 0.5
H 5.8545 3.8198 -0.1358 -0.2 -0.2 0.1
H 5.2152 2.9932 2.1441 -0.4 -0.1 -0.6
H 3.2821 1.4253 2.3795 0.1 0.1 -0.4
H 0.2714 -2.4166 0.8613 0.4 -0.2 -0.2
H 1.1680 -4.7570 0.5622 0.3 0.4 -0.1
H 3.4928 -5.0806 -0.2809 -0.1 0.2 0.0
H 4.9606 -3.1158 -0.8231 -0.4 -0.1 0.2
H 4.0487 -0.8190 -0.5136 0.0 -0.2 0.0
H -0.9738 3.5118 1.6121 -0.4 0.1 0.0
H -2.3758 5.5757 2.0237 -0.2 -0.5 -0.1
H -4.8618 5.4052 1.9153 0.2 -0.2 0.0
H -5.9841 3.2157 1.4118 0.5 0.2 0.1
H -4.5794 1.2119 1.0050 0.0 0.2 0.0
H -2.6266 -1.0415 3.1032 -0.2 -0.1 -0.3
H -4.2033 -3.0088 3.0689 0.2 0.3 -0.5
H -5.2513 -3.7088 0.9180 0.2 0.2 0.0
H -4.7655 -2.4710 -1.2190 0.2 0.0 0.5
H -3.2093 -0.5393 -1.1535 -0.1 -0.2 0.1
O 2.0836 2.1737 4.8129 0.7 -0.1 0.4
C 2.5720 1.0517 4.8719 -0.1 -1.2 -0.6
C 3.6619 0.4462 5.8061 -0.3 1.0 0.0
C 3.6861 -1.0334 5.4494 -0.3 -1.0 -0.4
C 2.6359 -1.1906 4.2965 0.4 2.7 1.0
O 2.2202 -2.1590 3.7139 0.1 -1.3 -0.2
N 2.1690 0.0720 3.9998 1.4 -0.3 0.9
H 4.6141 0.9534 5.5664 -0.4 -0.2 0.3
H 3.3937 0.6499 6.8569 0.3 -0.1 -0.4
H 4.6566 -1.3647 5.0402 -0.3 0.0 0.3
H 3.4010 -1.6837 6.2946 0.2 0.2 -0.4
```
Positions in Å, forces in eV/Å.

⟨S²⟩ = 15.763
HOMO-LUMO gap (alpha / beta) = 5.33 / 5.39 eV
2S+1 = 8
Total energy = -3108.84065 Eh

=====

No. 2
The following is a quantum chemistry calculation of a structure of composition C39H41N3O2Ti at a distorted geometry, from the OMol25 dataset.

Geometry as XYZ:
```
86
Properties=species:S:1:pos:R:3:forces:R:3
Ti 0.1516 0.2367 0.1851 0.7 0.8 0.8
O 0.6372 -0.6471 -1.2094 0.2 -0.5 -1.0
C 0.8934 -0.2328 -2.5933 -0.2 -0.1 0.3
C 0.7170 1.3108 -2.6120 -0.1 0.1 0.1
C -0.6155 1.8098 -2.0975 0.0 -0.3 0.2
C -1.6062 2.3412 -2.8877 -0.1 0.2 0.0
C -2.8200 2.7010 -2.3092 0.0 0.0 0.0
C -3.0413 2.5230 -0.9508 0.0 0.1 -0.1
C -2.0332 1.9952 -0.1772 0.2 -0.2 0.1
C -2.1979 1.6723 1.2961 0.1 -0.1 -0.2
C -2.3049 0.1384 1.5687 0.2 0.0 -0.1
O -0.9565 -0.4341 1.3358 -1.0 -0.3 0.0
C -3.2886 -0.4425 0.5630 0.0 0.0 0.0
C -4.6420 -0.1660 0.7516 0.0 0.0 0.0
C -5.5725 -0.5300 -0.2082 0.0 0.0 0.0
C -5.1654 -1.1785 -1.3696 0.0 0.0 0.0
C -3.8251 -1.4748 -1.5530 0.0 0.0 0.1
C -2.8923 -1.1123 -0.5860 0.0 0.0 -0.1
C -2.6565 -0.1899 3.0012 0.0 0.0 0.1
C -2.7205 0.7709 4.0018 0.0 0.0 0.1
C -3.0253 0.4014 5.3085 0.0 0.0 -0.1
C -3.2544 -0.9285 5.6169 0.0 0.0 0.0
C -3.1854 -1.8955 4.6185 0.0 0.0 0.0
C -2.8922 -1.5269 3.3183 0.0 0.0 0.0
N -0.8464 1.6689 -0.7598 -0.4 0.1 -0.2
C -0.1016 -0.9900 -3.4568 0.0 0.0 0.0
C -0.3902 -2.3170 -3.1437 0.0 0.0 0.0
C -1.2333 -3.0624 -3.9507 0.0 0.0 0.0
C -1.8005 -2.4922 -5.0848 0.0 0.0 0.0
C -1.5062 -1.1785 -5.4108 0.0 0.0 0.0
C -0.6569 -0.4319 -4.6012 0.0 0.0 0.0
C 2.3322 -0.5737 -2.9454 0.0 0.0 0.0
C 3.2133 -1.1060 -2.0138 0.0 0.0 0.0
C 4.5258 -1.3936 -2.3705 0.0 0.0 0.0
C 4.9670 -1.1442 -3.6598 0.0 0.0 0.0
C 4.0873 -0.6157 -4.5960 0.0 0.0 0.0
C 2.7768 -0.3371 -4.2432 0.0 0.0 0.0
H 0.8920 1.6816 -3.6191 0.0 0.0 0.0
H 1.5211 1.7256 -1.9967 0.0 0.0 0.0
H -1.4388 2.4704 -3.9470 0.0 0.0 0.0
H -3.6079 3.1079 -2.9307 0.0 0.0 0.0
H -3.9900 2.7743 -0.4977 0.0 0.0 0.0
H -3.1093 2.1443 1.6559 0.0 0.0 0.0
H -1.3642 2.0934 1.8661 0.0 0.0 0.0
H -4.9734 0.3248 1.6606 0.0 0.0 0.0
H -6.6209 -0.3160 -0.0463 0.0 0.0 0.0
H -5.8939 -1.4665 -2.1157 0.0 0.0 0.0
H -3.4922 -1.9970 -2.4407 0.0 0.0 0.0
H -1.8633 -1.4019 -0.7521 0.1 0.0 0.0
H -2.5446 1.8182 3.7918 0.0 0.0 0.0
H -3.0855 1.1573 6.0800 0.0 0.0 0.0
H -3.4944 -1.2153 6.6322 0.0 0.0 0.0
H -3.3708 -2.9349 4.8548 0.0 0.0 0.0
H -2.8560 -2.2802 2.5399 0.0 0.0 0.0
H 0.0621 -2.7789 -2.2759 0.0 0.0 0.0
H -1.4400 -4.0949 -3.7002 0.0 0.0 0.0
H -2.4554 -3.0757 -5.7183 0.0 0.0 0.0
H -1.9253 -0.7326 -6.3031 0.0 0.0 0.0
H -0.4180 0.5808 -4.9011 0.0 0.0 0.0
H 2.8726 -1.3314 -1.0136 0.0 0.0 0.0
H 5.2000 -1.8266 -1.6426 0.0 0.0 0.0
H 5.9862 -1.3723 -3.9411 0.0 0.0 0.0
H 4.4191 -0.4319 -5.6091 0.0 0.0 0.0
H 2.0977 0.0437 -4.9977 0.0 0.0 0.0
C 4.3714 -0.1486 4.5974 0.0 0.0 0.1
C 4.6356 -0.1115 3.1026 0.0 0.1 -0.1
N 3.6772 0.7511 2.3694 0.1 0.0 0.1
C 3.9575 2.2013 2.3562 0.0 -0.1 0.0
C 3.1162 2.9950 3.3455 0.0 0.0 0.0
C 2.5961 0.2675 1.8070 -0.2 0.1 -0.2
C 2.3314 -1.2104 1.8532 0.0 0.0 0.0
N 1.6985 1.0323 1.1657 0.5 -0.3 0.2
H 5.0562 -0.8544 5.0665 0.0 0.0 0.0
H 3.3517 -0.4669 4.8206 0.0 0.0 0.0
H 4.5344 0.8245 5.0591 0.0 0.0 0.0
H 4.6133 -1.1059 2.6674 0.0 0.0 0.0
H 5.6245 0.2921 2.8920 0.0 0.0 0.0
H 3.8361 2.5619 1.3319 0.0 0.0 0.0
H 5.0158 2.3075 2.5823 0.0 0.0 0.0
H 2.0464 2.8989 3.1543 0.0 0.0 0.0
H 3.3757 4.0508 3.2771 0.0 0.0 0.0
H 3.2986 2.6686 4.3676 0.0 0.0 0.0
H 3.1019 -1.7589 1.3129 0.0 0.0 0.0
H 1.3700 -1.4825 1.4178 0.0 0.0 0.0
H 2.3081 -1.5690 2.8816 0.0 0.0 0.0
H 1.9058 2.0223 1.1640 0.0 0.1 0.0
```
Positions in Å, forces in eV/Å.

HOMO-LUMO gap = 6.88 eV
2S+1 = 1
Total energy = -2674.60078 Eh
Total charge = +2